Density functional theory data (wB97M-V/def2-TZVPD) for a single C3H7NO molecule.

The geometry in XYZ format:
```
12
Properties=species:S:1:pos:R:3:forces:R:3
C 1.1175 1.6381 0.3742 0.02 0.26 0.09
N 0.8103 0.3490 0.1976 -0.17 -0.34 -0.16
C -0.3080 -0.1871 -0.2835 0.34 -0.07 0.43
O -1.2904 0.7218 -0.6010 0.18 -0.20 -0.31
C -0.7212 -1.5788 0.0321 0.02 -0.15 -0.03
H -1.0430 0.9857 -1.4987 -0.41 0.49 0.00
H 2.0994 1.8831 0.7445 -0.09 -0.08 -0.08
H 0.3075 2.3496 0.3207 0.20 -0.04 -0.08
H 1.5485 -0.3231 0.3818 -0.15 0.08 0.12
H -1.4661 -1.9157 -0.6938 0.14 0.01 0.06
H -1.1816 -1.6518 1.0288 0.01 -0.04 -0.07
H 0.1272 -2.2707 -0.0028 -0.09 0.07 0.04
```
Forces are in eV/Å.

The lowest unoccupied orbital energy comes out at 0.8 eV. The energy above the lowest of the compared OMol25 structures with the same formula, charge and spin comes out at 303.7 kJ/mol. The HOMO energy is -0.2321 Eh. Its HOMO-LUMO gap is 7.09 eV.



Density functional theory data (wB97M-V/def2-TZVPD) for 2 unconnected molecules or ions with the total composition C3H7NO.

The geometry in XYZ format:
```
12
Properties=species:S:1:pos:R:3:forces:R:3
C 1.9587 0.8382 1.5974 -2.56 -3.18 -2.68
N 1.2314 1.8630 1.7277 -0.47 0.04 -0.51
C 0.8852 2.5969 0.4851 -0.54 0.01 -0.15
H 1.7689 -0.0653 2.2800 1.40 1.82 0.03
H 2.1335 0.3983 0.4638 0.33 1.26 2.34
H -0.2524 2.7138 0.2651 1.74 0.06 1.42
H 1.3733 3.6113 0.6370 -0.66 -1.16 -1.07
H 1.1195 1.9408 -0.4071 0.77 1.16 0.61
C -2.5837 -3.4610 -1.7333 1.89 -4.68 -0.54
O -2.1243 -4.6442 -1.6553 -2.08 4.66 -0.21
H -3.4484 -3.1710 -2.3338 -0.43 -0.52 -0.04
H -2.0617 -2.6209 -1.3266 0.63 0.54 0.79
```
Forces are in eV/Å.

The lowest unoccupied orbital energy comes out at 0.3 eV. The energy above the lowest of the compared OMol25 structures with the same formula, charge and spin comes out at 396.1 kJ/mol. The HOMO energy is -0.3576 Eh. Its HOMO-LUMO gap is 10.07 eV.



Density functional theory data (wB97M-V/def2-TZVPD) for a single C3H7NO molecule.

The geometry in XYZ format:
```
12
Properties=species:S:1:pos:R:3:forces:R:3
C -0.7786 -0.5621 1.2822 1.25 0.80 -0.85
N 0.5886 -0.1594 0.8628 -1.79 -1.03 0.76
C 0.9481 0.2298 -0.3762 1.57 1.34 0.54
C -0.0276 0.4591 -1.4812 -1.35 0.41 -0.68
O 2.1065 0.5937 -0.5603 -0.04 -0.59 -0.24
H -1.0875 -1.4364 0.7164 -0.30 -0.21 0.31
H -1.4481 0.2735 1.0891 -0.25 -0.12 0.07
H -0.7040 -0.7164 2.3503 -0.37 -0.34 0.09
H 1.2915 -0.3843 1.5510 0.37 0.36 -0.57
H 0.4133 1.2532 -2.0793 0.19 -0.35 -0.27
H -0.2780 -0.4037 -2.1018 0.56 -0.17 0.06
H -1.0241 0.8529 -1.2529 0.14 -0.11 0.78
```
Forces are in eV/Å.

The lowest unoccupied orbital energy comes out at 0.9 eV. The energy above the lowest of the compared OMol25 structures with the same formula, charge and spin comes out at 63.3 kJ/mol. The HOMO energy is -0.3500 Eh. Its HOMO-LUMO gap is 10.38 eV.



Density functional theory data (wB97M-V/def2-TZVPD) for 2 unconnected molecules or ions with the total composition C3H7NO.

The geometry in XYZ format:
```
12
Properties=species:S:1:pos:R:3:forces:R:3
N 1.3688 -1.6479 0.2671 -0.65 0.13 0.81
C 1.3179 -0.2806 0.4194 -0.36 1.10 -0.61
O 1.4303 0.5319 -0.4791 0.43 -0.79 1.23
H 2.2229 -2.0476 -0.0889 -0.30 -0.29 -0.17
H 0.8841 -2.0562 1.0711 1.06 -0.53 -0.53
H 1.0997 -0.0248 1.4949 -0.17 0.40 -0.77
C -1.9611 1.3604 0.1999 0.42 -0.39 -1.72
C -2.1834 0.2801 -0.5688 -0.14 -0.29 0.47
H -1.3130 2.1699 -0.2106 -0.73 -0.58 0.59
H -2.4227 1.4646 1.1639 0.11 0.07 0.35
H -1.7741 0.2256 -1.6063 -0.32 -0.13 1.10
H -2.7612 -0.6112 -0.1636 0.65 1.29 -0.76
```
Forces are in eV/Å.

The lowest unoccupied orbital energy comes out at 0.9 eV. The energy above the lowest of the compared OMol25 structures with the same formula, charge and spin comes out at 191.3 kJ/mol. The HOMO energy is -0.3645 Eh. Its HOMO-LUMO gap is 10.86 eV.



Density functional theory data (wB97M-V/def2-TZVPD) for a single C3H7NO molecule.

The geometry in XYZ format:
```
12
Properties=species:S:1:pos:R:3:forces:R:3
C 1.7018 -1.4471 -1.1715 -0.12 0.45 -1.74
C 0.7403 -0.6094 -0.8358 2.17 0.46 3.23
O 0.7824 0.0288 0.4576 -1.76 1.12 -1.01
N -0.2576 1.1848 0.4438 -0.06 -1.19 -0.10
C -1.5294 0.6603 0.9678 -0.78 2.34 -1.22
H 1.8203 -1.7487 -2.2511 -0.39 -0.04 1.55
H 2.4972 -1.5672 -0.4869 0.86 -0.43 0.46
H -0.0352 -0.3681 -1.4440 -2.28 1.02 -1.50
H -0.0497 1.9359 1.1259 1.39 -1.01 -0.46
H -1.8040 -0.1794 0.3405 -0.40 -0.25 0.48
H -1.5861 0.5746 2.0347 0.34 -1.07 0.63
H -2.2802 1.5354 0.8191 1.03 -1.40 -0.32
```
Forces are in eV/Å.

The lowest unoccupied orbital energy comes out at 1.1 eV. The energy above the lowest of the compared OMol25 structures with the same formula, charge and spin comes out at 410.8 kJ/mol. The HOMO energy is -0.3303 Eh. Its HOMO-LUMO gap is 10.06 eV.



Density functional theory data (wB97M-V/def2-TZVPD) for a single C3H7NO molecule.

The geometry in XYZ format:
```
12
Properties=species:S:1:pos:R:3:forces:R:3
C 1.5653 -1.0437 0.0225 0.02 -0.13 0.45
O 1.2069 -0.4850 -1.2313 -0.06 0.05 -0.13
C 0.1307 0.1939 -1.5672 0.35 -0.15 -0.06
N -0.8555 0.5751 -0.7160 0.44 -0.04 -0.69
C -1.3421 0.6309 0.6960 0.12 -0.04 -0.08
H 1.6793 -0.2751 0.7916 -0.08 -0.08 -0.02
H 0.8436 -1.8054 0.3299 0.03 0.11 0.06
H 2.5320 -1.5166 -0.1671 -0.17 0.03 0.25
H -1.3473 1.0537 -1.4575 -1.22 0.43 1.12
H -2.2727 1.2122 0.7069 0.29 -0.15 -0.17
H -1.5853 -0.3515 1.1221 0.23 0.12 -0.35
H -0.6491 1.1386 1.3790 0.04 -0.15 -0.36
```
Forces are in eV/Å.

The lowest unoccupied orbital energy comes out at 0.8 eV. The energy above the lowest of the compared OMol25 structures with the same formula, charge and spin comes out at 354.3 kJ/mol. The HOMO energy is -0.2923 Eh. Its HOMO-LUMO gap is 8.76 eV.



Density functional theory data (wB97M-V/def2-TZVPD) for a single C3H7NO molecule.

The geometry in XYZ format:
```
12
Properties=species:S:1:pos:R:3:forces:R:3
C -1.4405 -0.8599 0.0679 -1.59 4.49 0.82
N -0.2776 -0.1020 -0.2147 -2.88 2.29 -0.12
C -0.6136 1.4148 0.0124 2.27 -1.95 0.33
C 0.9167 -0.6380 -0.0330 0.19 -0.57 0.22
O 1.8608 0.0932 0.0616 2.35 -0.29 0.19
H -1.2734 -1.8309 0.0186 0.79 -4.61 -0.07
H -1.7524 -0.5403 1.1202 -0.42 -0.75 -1.40
H -2.1236 -0.5810 -0.7393 -0.77 -0.23 0.67
H -0.9900 1.4964 1.0515 -0.07 0.03 -0.67
H 0.3874 1.8447 -0.0138 -0.24 0.46 -0.04
H -1.2685 1.8965 -0.7299 0.16 -0.80 0.20
H 0.9015 -1.8184 0.0190 0.21 1.92 -0.13
```
Forces are in eV/Å.

The lowest unoccupied orbital energy comes out at 0.9 eV. The energy above the lowest of the compared OMol25 structures with the same formula, charge and spin comes out at 168.6 kJ/mol. The HOMO energy is -0.3449 Eh. Its HOMO-LUMO gap is 10.28 eV.



Density functional theory data (wB97M-V/def2-TZVPD) for 2 unconnected molecules or ions with the total composition C3H7NO2.

The geometry in XYZ format:
```
13
Properties=species:S:1:pos:R:3:forces:R:3
O -2.3086 -0.7818 -0.2891 -0.07 0.18 -0.30
C -1.7156 0.4173 -0.5271 -0.05 0.98 0.05
C -0.1589 0.2642 -0.4476 -0.02 -1.00 1.24
N 0.4226 0.4887 0.8619 0.40 -0.55 -0.87
C 0.2193 -0.9206 0.3890 0.57 0.95 1.58
O 2.8834 0.3537 -0.0108 0.37 0.43 0.32
H -1.9606 0.8459 -1.5088 0.00 -0.43 -0.35
H 0.4232 0.5916 -1.3016 -0.08 -0.31 -0.10
H -2.0081 1.1874 0.1977 0.07 -0.10 0.29
H 1.5161 0.6049 0.6634 -0.30 0.14 -0.21
H 1.1205 -1.5240 0.3365 0.06 0.37 -0.72
H -0.5133 -1.3574 1.0627 -0.48 -0.33 -0.71
H 3.6095 0.9045 0.3326 -0.47 -0.32 -0.20
```
Forces are in eV/Å.

Its spin multiplicity is 2. As for the expectation value of S²: 0.7559. The lowest unoccupied orbital energy (alpha / beta) comes out at 4.1 / 2.2 eV. The energy above the lowest of the compared OMol25 structures with the same formula, charge and spin comes out at 313.5 kJ/mol. The net charge is -1. The HOMO energy (alpha / beta) is -0.1260 / -0.1213 Eh. Its HOMO-LUMO gap (alpha / beta) is 7.51 / 5.49 eV.



Density functional theory data (wB97M-V/def2-TZVPD) for a molecular structure, C3H7NO2.

The geometry in XYZ format:
```
13
Properties=species:S:1:pos:R:3:forces:R:3
O -1.6600 0.5074 0.2626 0.06 0.18 0.19
C -1.1423 -0.8068 0.3105 0.07 -0.36 -0.02
C 0.1855 -0.9703 -0.4118 -0.19 -0.01 -0.14
O 1.3100 -0.4979 0.3560 0.08 0.16 0.08
C 1.6054 0.7991 0.4558 -0.26 -0.13 -0.02
N 0.9170 1.7629 -0.1487 0.11 -0.23 0.06
H -1.1996 1.0474 0.9188 -0.13 -0.05 -0.10
H -1.0322 -1.1654 1.3435 -0.03 0.07 -0.14
H -1.8828 -1.4425 -0.1867 0.10 0.06 0.05
H 0.3968 -2.0320 -0.5638 -0.04 0.14 0.03
H 0.1495 -0.4827 -1.3942 0.01 -0.06 0.12
H 2.1742 1.7800 -0.1191 0.10 0.22 -0.15
H 0.1785 1.5008 -0.8229 0.13 0.01 0.04
```
Forces are in eV/Å.

The lowest unoccupied orbital energy comes out at 0.9 eV. The energy above the lowest of the compared OMol25 structures with the same formula, charge and spin comes out at 491.6 kJ/mol. The HOMO energy is -0.3341 Eh. Its HOMO-LUMO gap is 10.00 eV.



Density functional theory data (wB97M-V/def2-TZVPD) for a molecular structure, C3H7NO2.

The geometry in XYZ format:
```
13
Properties=species:S:1:pos:R:3:forces:R:3
C 0.0284 -0.2735 0.4913 -0.31 -1.82 0.35
C -0.5623 0.8195 1.3473 -0.04 -0.21 0.00
C 0.1968 0.0162 -0.9510 -2.60 0.76 -0.85
O 0.2800 1.2605 -1.4197 1.16 -0.35 0.25
O 1.2948 -0.7033 1.0140 0.25 0.14 0.15
N -0.3022 -0.9867 -1.6107 1.93 -1.52 -1.71
H 0.1941 1.2562 -2.3845 -0.06 -0.16 0.04
H 1.2647 -1.6558 1.1455 -0.06 0.19 -0.03
H -0.5122 -1.3754 -0.1677 0.18 2.13 2.68
H 0.2558 -1.6415 -2.1608 -0.51 0.84 -0.86
H 0.1185 1.6728 1.4133 0.03 -0.02 0.02
H -0.7486 0.4429 2.3535 0.03 0.02 -0.03
H -1.5077 1.1681 0.9296 0.00 0.00 -0.01
```
Forces are in eV/Å.

The lowest unoccupied orbital energy comes out at 0.3 eV. The energy above the lowest of the compared OMol25 structures with the same formula, charge and spin comes out at 469.8 kJ/mol. The HOMO energy is -0.2939 Eh. Its HOMO-LUMO gap is 8.34 eV.



Question: Which formula does entry 7 have?
Answer: C3H7NO